# 1
Computed, not measured: a molecular structure, C40H44ErN10O6, with the ωB97M-V functional and the def2-TZVPD basis.

Energy ... -96991.68818 eV
Spin multiplicity ... 4
Net charge ... +1

Element x y z (Å)
Er: 0.31 0.09 -0.36
C: 2.75 1.30 0.00
C: 1.82 2.02 0.76
C: 1.50 1.11 1.86
C: 2.10 -0.12 1.56
C: 2.98 0.00 0.44
C: 4.09 -0.89 -0.05
C: 3.75 -2.33 0.20
C: 4.45 -0.62 -1.55
C: 5.30 -0.40 0.82
C: 0.61 1.27 3.05
C: 0.60 0.03 3.92
C: -0.84 1.34 2.58
C: 0.91 2.38 4.05
C: 1.65 3.52 0.60
C: 2.78 4.17 1.54
C: 1.89 3.94 -0.85
C: 0.22 4.07 1.00
H: 3.20 1.68 -0.95
H: 2.03 -1.05 2.09
H: 2.74 -2.57 -0.12
H: 3.87 -2.58 1.23
H: 4.39 -3.00 -0.44
H: 3.67 -1.05 -2.22
H: 5.39 -1.26 -1.84
H: 4.67 0.32 -1.94
H: 5.19 -0.73 1.88
H: 5.34 0.71 0.91
H: 6.27 -0.83 0.54
H: 0.02 -0.78 3.52
H: 0.31 0.28 5.00
H: 1.60 -0.36 4.01
H: -1.22 0.57 1.92
H: -1.21 2.27 2.03
H: -1.47 1.30 3.51
H: 1.92 2.38 4.50
H: 0.27 2.17 4.92
H: 0.70 3.38 3.78
H: 3.75 3.66 1.22
H: 2.61 3.99 2.61
H: 2.86 5.29 1.44
H: 3.00 3.87 -1.03
H: 1.63 4.95 -0.99
H: 1.37 3.27 -1.53
H: 0.07 3.80 2.06
H: -0.60 3.70 0.39
H: 0.41 5.09 0.83
N: -3.65 -0.21 -2.45
C: -3.08 0.01 -1.27
N: -1.93 -0.53 -1.22
C: -1.82 -1.15 -2.41
N: -2.86 -0.98 -3.19
C: -0.69 -2.04 -2.82
C: -0.77 -2.72 -4.03
N: 0.32 -3.36 -4.50
C: 1.41 -3.39 -3.71
C: 1.45 -2.71 -2.50
N: 0.45 -1.96 -2.08
H: -4.48 0.23 -2.82
H: -3.58 0.68 -0.66
H: -1.63 -2.73 -4.69
H: 2.26 -4.07 -3.97
H: 2.40 -2.66 -2.00
N: -5.70 -5.21 7.40
C: -5.03 -5.02 6.49
C: -4.21 -4.52 5.42
C: -4.13 -5.22 4.22
C: -3.26 -4.73 3.32
C: -2.54 -3.58 3.50
C: -2.80 -2.78 4.59
C: -3.62 -3.28 5.59
N: -1.58 -3.15 2.55
C: -0.33 -3.66 2.46
C: 0.38 -2.95 1.53
N: -0.48 -1.93 1.07
C: -1.67 -2.16 1.62
H: -4.85 -6.08 4.06
H: -3.15 -5.27 2.40
H: -2.26 -1.85 4.70
H: -3.89 -2.64 6.41
H: -0.01 -4.43 3.07
H: 1.43 -2.94 1.30
H: -2.47 -1.56 1.56
O: 0.70 0.91 -2.54
C: -0.36 1.67 -2.44
O: -0.83 1.90 -1.34
C: -0.97 2.10 -3.70
C: -2.23 2.72 -3.54
C: -3.02 2.95 -4.60
C: -2.60 2.65 -5.92
C: -1.38 2.06 -6.01
C: -0.55 1.78 -4.95
N: -1.06 1.47 -7.34
O: -1.81 1.68 -8.31
O: 0.06 1.00 -7.44
N: -4.33 3.54 -4.48
O: -4.95 3.51 -3.43
O: -4.66 4.18 -5.46
H: -2.61 2.87 -2.56
H: -3.12 2.89 -6.81
H: 0.44 1.27 -5.03

Atomic partial charges in e from the Löwdin method, atoms 1 to 4:
1 Er 1.5497
2 C -0.1124
3 C -0.2140
4 C -0.1902

---

# 2
Computed, not measured: a molecular structure, C40H44GaN4S, with the ωB97M-V functional and the def2-TZVPD basis.

Energy relative to the best compared isomer or geometry (same formula, charge and spin) ... 130.3 kJ/mol
Net charge ... -1

Element x y z (Å)
Ga: -0.45 -0.11 0.85
N: 1.97 2.35 -0.88
N: -1.17 1.73 3.00
C: -1.12 -2.18 0.67
C: -1.07 -1.84 2.05
C: 0.28 -1.45 2.39
C: 0.75 -1.09 3.77
H: -0.12 -0.99 4.43
H: 1.31 -0.14 3.77
H: 1.43 -1.88 4.17
C: 1.07 -1.55 1.20
C: 2.56 -1.37 1.10
H: 3.06 -2.35 1.14
H: 2.95 -0.76 1.93
H: 2.84 -0.88 0.15
C: 0.20 -1.96 0.12
C: 0.63 -2.28 -1.28
H: 1.34 -1.52 -1.67
H: -0.23 -2.31 -1.97
H: 1.13 -3.26 -1.32
C: -2.19 -1.98 3.05
H: -1.97 -2.82 3.73
H: -3.15 -2.18 2.55
H: -2.28 -1.05 3.63
C: -2.27 -2.76 -0.10
H: -2.31 -2.39 -1.14
H: -3.23 -2.53 0.38
H: -2.18 -3.87 -0.14
C: 2.16 3.42 -1.65
H: 2.99 3.36 -2.37
C: 1.36 4.58 -1.58
H: 1.56 5.43 -2.23
C: 0.32 4.61 -0.64
H: -0.33 5.48 -0.55
C: 0.13 3.49 0.18
H: -0.67 3.48 0.93
C: 0.97 2.36 0.03
C: 0.78 1.18 0.87
H: 1.56 1.11 1.66
C: -1.65 1.00 2.00
C: -2.21 2.44 3.55
H: -2.07 3.11 4.41
C: -3.38 2.16 2.88
H: -4.41 2.49 2.99
N: -3.02 1.24 1.89
C: -3.95 0.72 0.94
C: -4.89 -0.24 1.36
C: -5.79 -0.76 0.41
H: -6.51 -1.53 0.73
C: -5.77 -0.33 -0.93
C: -6.70 -0.95 -1.94
H: -6.13 -1.35 -2.80
H: -7.42 -0.21 -2.34
H: -7.28 -1.79 -1.51
C: -4.86 0.67 -1.30
H: -4.86 1.04 -2.33
C: -3.95 1.22 -0.38
C: -3.02 2.34 -0.78
H: -3.52 3.32 -0.68
H: -2.69 2.23 -1.83
H: -2.13 2.37 -0.13
C: -4.90 -0.70 2.80
H: -5.74 -0.26 3.35
H: -3.98 -0.37 3.30
H: -4.97 -1.80 2.86
N: 0.84 0.32 -1.34
S: 2.38 0.31 -2.33
C: 3.96 1.03 -1.53
C: 4.96 1.40 -2.45
C: 6.18 1.96 -2.02
C: 6.41 2.15 -0.66
C: 5.45 1.80 0.27
C: 4.24 1.24 -0.15
C: 3.30 -1.35 -2.52
C: 2.92 -2.20 -3.57
C: 3.54 -3.45 -3.75
C: 4.55 -3.87 -2.88
C: 4.95 -3.04 -1.84
C: 4.34 -1.80 -1.66
H: 0.06 0.69 -1.89
H: 4.81 1.26 -3.51
H: 6.93 2.24 -2.74
H: 7.35 2.59 -0.32
H: 5.62 1.96 1.33
H: 3.53 1.02 0.62
H: 2.13 -1.90 -4.25
H: 3.22 -4.10 -4.55
H: 5.02 -4.83 -3.01
H: 5.74 -3.36 -1.17
H: 4.72 -1.23 -0.83

Atomic partial charges in e from the Löwdin method, atoms 1 to 4:
1 Ga 0.3730
2 N -0.0440
3 N 0.0591
4 C -0.2341

---

# 3
Computed, not measured: a molecular structure, C40H45AsHfN6PS, with the ωB97M-V functional and the def2-TZVPD basis.

Energy relative to the best compared isomer or geometry (same formula, charge and spin) ... 2.6 kJ/mol
Net charge ... +3

Element x y z (Å)
Hf: 0.23 -0.08 1.02
C: -3.50 2.14 -0.27
C: -4.10 1.30 -1.19
C: -3.42 0.17 -1.62
C: -2.16 -0.10 -1.10
N: -1.60 0.70 -0.18
C: -2.25 1.80 0.22
C: -1.30 -1.21 -1.57
C: -1.57 -1.98 -2.69
C: -0.58 -2.82 -3.17
C: 0.67 -2.83 -2.57
C: 0.86 -2.07 -1.43
N: -0.13 -1.33 -0.92
C: 2.16 -1.97 -0.71
C: 3.26 -2.73 -1.06
C: 4.42 -2.63 -0.31
C: 4.44 -1.80 0.79
C: 3.30 -1.08 1.09
N: 2.19 -1.11 0.34
H: -3.98 3.05 0.07
H: -5.07 1.53 -1.60
H: -3.86 -0.49 -2.35
H: -1.76 2.42 0.96
H: -2.52 -1.90 -3.21
H: -0.76 -3.43 -4.05
H: 1.46 -3.43 -2.99
H: 3.21 -3.40 -1.90
H: 5.29 -3.22 -0.57
H: 5.31 -1.72 1.43
H: 3.27 -0.47 1.99
N: 1.70 1.86 1.46
C: 1.83 3.10 0.69
C: 2.22 4.26 1.34
C: 2.44 5.41 0.59
C: 2.29 5.39 -0.79
C: 1.90 4.23 -1.43
C: 1.64 3.07 -0.68
P: 1.14 1.50 -1.43
C: -0.15 1.89 -2.64
C: -0.95 3.03 -2.53
C: -1.96 3.28 -3.44
C: -2.19 2.39 -4.48
C: -1.41 1.25 -4.60
C: -0.40 1.00 -3.69
C: 2.62 1.05 -2.41
C: 2.64 1.01 -3.81
C: 3.83 0.76 -4.48
C: 5.01 0.56 -3.78
C: 5.00 0.64 -2.39
C: 3.82 0.88 -1.72
H: 1.48 2.12 2.42
H: 2.64 1.46 1.52
H: 2.37 4.27 2.41
H: 2.74 6.32 1.09
H: 2.49 6.28 -1.37
H: 1.79 4.21 -2.50
H: -0.77 3.75 -1.73
H: -2.55 4.18 -3.36
H: -2.97 2.60 -5.21
H: -1.57 0.56 -5.43
H: 0.22 0.12 -3.81
H: 1.75 1.20 -4.38
H: 3.83 0.73 -5.56
H: 5.93 0.38 -4.31
H: 5.93 0.54 -1.84
H: 3.84 0.99 -0.64
C: 0.29 -5.24 3.80
As: -0.59 -3.58 3.43
C: -0.83 -2.70 5.13
C: -2.32 -3.99 2.70
S: 0.68 -2.58 2.01
H: -0.34 -5.85 4.45
H: 1.24 -5.03 4.29
H: 0.47 -5.76 2.86
H: -1.46 -3.34 5.75
H: -1.31 -1.73 5.00
H: 0.14 -2.58 5.60
H: -2.96 -4.39 3.49
H: -2.19 -4.74 1.92
H: -2.76 -3.10 2.27
C: -5.33 -0.80 2.18
N: -4.09 -0.50 2.92
C: -4.21 -0.05 4.31
C: -2.93 -0.68 2.37
N: -1.89 -0.83 1.88
H: -5.87 -1.61 2.67
H: -5.09 -1.09 1.16
H: -5.96 0.09 2.17
H: -4.68 -0.83 4.91
H: -4.80 0.86 4.35
H: -3.22 0.16 4.71
C: 0.10 0.48 3.23
H: -0.47 -0.19 3.86
H: -0.34 1.48 3.36
H: 1.10 0.53 3.70

Atomic partial charges in e from the Löwdin method, atoms 1 to 4:
1 Hf 1.4243
2 C -0.0132
3 C -0.0018
4 C 0.0287

---

# 4
Computed, not measured: a molecular structure, C40H45BBaN9O7PS2, with the ωB97M-V functional and the def2-TZVPD basis.

Energy relative to the best compared isomer or geometry (same formula, charge and spin) ... 199.4 kJ/mol
Net charge ... -2

Element x y z (Å)
Ba: 2.46 1.13 -0.19
C: 4.94 -2.01 -0.11
C: 3.85 -2.50 0.92
N: 2.48 -1.95 0.76
C: 1.53 -2.57 -0.15
C: 1.99 -2.87 -1.58
S: 2.20 -1.26 -2.53
C: 4.03 -1.32 -2.98
C: 5.08 -0.54 -2.09
N: 4.87 -0.62 -0.61
H: 4.82 -2.74 -0.97
H: 5.94 -2.19 0.35
H: 4.20 -2.07 1.88
H: 3.92 -3.63 1.07
H: 2.02 -1.93 1.65
H: 0.60 -1.98 -0.22
H: 1.22 -3.56 0.24
H: 1.17 -3.32 -2.15
H: 2.88 -3.49 -1.59
H: 4.06 -0.83 -3.92
H: 4.30 -2.39 -3.19
H: 5.05 0.55 -2.37
H: 6.10 -0.88 -2.31
H: 5.61 -0.14 -0.16
C: -2.71 -2.99 -2.11
C: -4.17 -3.14 -2.39
C: -4.59 -4.21 -3.24
C: -5.93 -4.22 -3.67
C: -6.75 -3.11 -3.40
C: -6.35 -2.09 -2.54
C: -5.03 -2.11 -1.98
P: -4.47 -0.77 -0.91
C: -5.85 0.46 -0.60
C: -5.58 1.65 -1.26
C: -6.53 2.70 -1.27
C: -7.67 2.55 -0.47
C: -7.87 1.37 0.29
C: -6.99 0.31 0.20
C: -7.17 -0.99 0.96
C: -3.94 -1.55 0.55
C: -4.49 -2.81 0.90
C: -3.99 -3.54 1.97
C: -2.79 -3.18 2.60
C: -2.16 -1.99 2.26
C: -2.72 -1.13 1.25
C: -2.06 0.02 0.84
H: -2.18 -3.07 -3.10
H: -2.33 -3.76 -1.44
H: -2.46 -1.96 -1.75
H: -4.05 -5.14 -3.20
H: -6.36 -5.09 -4.24
H: -7.70 -3.07 -3.90
H: -7.12 -1.41 -2.26
H: -4.70 1.85 -1.91
H: -6.38 3.61 -1.89
H: -8.35 3.40 -0.36
H: -8.79 1.30 0.92
H: -8.20 -1.06 1.24
H: -6.41 -1.04 1.83
H: -6.97 -1.83 0.33
H: -5.27 -3.17 0.17
H: -4.46 -4.49 2.11
H: -2.40 -3.84 3.36
H: -1.21 -1.63 2.78
H: -1.11 0.43 1.32
H: -2.34 0.61 -0.01
B: 3.15 2.92 -3.98
N: 1.77 2.23 -3.77
C: 0.93 1.74 -4.69
C: -0.31 1.39 -4.16
C: -0.14 1.73 -2.77
N: 1.07 2.17 -2.52
N: 3.65 3.66 -2.72
C: 4.35 4.82 -2.69
C: 4.96 5.06 -1.47
C: 4.62 3.90 -0.72
N: 3.86 3.09 -1.47
H: 4.00 2.09 -4.28
H: 2.97 3.78 -4.95
H: 1.31 1.79 -5.72
H: -1.26 1.02 -4.52
H: -0.92 1.76 -2.01
H: 4.31 5.43 -3.53
H: 5.55 5.93 -1.14
H: 4.87 3.60 0.29
O: -1.72 4.42 0.66
S: -0.35 3.92 0.86
N: 0.21 2.62 0.55
O: 2.66 0.59 2.41
C: 3.53 1.50 2.62
O: 3.91 2.39 1.79
C: 4.08 1.55 4.01
C: 3.56 0.64 4.99
C: 3.83 0.89 6.32
C: 4.63 1.92 6.79
C: 5.18 2.77 5.84
C: 4.96 2.53 4.49
N: 5.91 3.91 6.21
O: 6.54 4.52 5.32
O: 5.96 4.09 7.44
N: 3.12 0.07 7.23
O: 3.33 0.34 8.47
O: 2.30 -0.75 6.83
H: 2.85 -0.11 4.62
H: 4.70 2.04 7.85
H: 5.34 3.27 3.80

Atomic partial charges in e from the Löwdin method, atoms 1 to 4:
1 Ba 1.7040
2 C -0.2062
3 C -0.1893
4 N -0.1085

---

| no. | strongest force on any atom (eV/A) |
| --- | --- |
| 1 | 5.0 |
| 2 | 5.1 |
| 3 | 0.2 |
| 4 | 4.4 |